Entry 1:
Density functional theory data (ωB97M-V/def2-TZVPD) for 8 unconnected molecules or ions with the total composition C29H36N7O3.

Summary:
- Total charge: -1
- M: 530.7 g mol⁻¹
- ΔE to the lowest compared entry with this formula, charge and spin: 57.5 kcal per mole
- E: -47228.2837 eV

The geometry in XYZ format:
```
75
Properties=species:S:1:pos:R:3:forces:R:3
O 0.30798 -0.65643 -0.67290 0.069 0.581 -1.534
C 1.17498 -1.03225 0.30906 -0.349 -3.080 4.449
O 1.48359 -2.23676 0.40426 0.363 -0.156 -1.571
O 1.29776 -0.20535 1.23394 0.642 1.446 -0.717
H 0.43586 0.26952 -0.45415 -1.058 0.991 -0.393
N 4.27005 3.56719 -1.70972 -0.035 -1.761 -0.335
C 3.71607 4.20566 -0.63608 -0.108 0.386 -0.858
C 2.60748 3.48130 -0.32620 -1.270 1.324 2.101
C 2.52899 2.29403 -1.03657 0.200 0.442 -1.295
C 3.56086 2.37722 -1.93730 0.941 0.207 -0.366
H 4.95600 3.91604 -2.36384 0.041 -0.143 0.529
H 4.14018 5.11323 -0.23255 -0.284 0.023 -0.158
H 1.79152 3.83202 0.28829 0.443 -0.058 0.532
H 1.67516 1.63651 -0.96547 0.590 -0.261 -0.160
H 3.93121 1.67598 -2.67045 -0.203 0.122 -0.069
N 1.42332 3.39962 3.18384 -1.750 1.680 1.048
C 0.92673 4.59810 3.70886 2.477 0.308 2.362
C -0.14465 5.03491 3.04020 -0.359 1.625 -0.090
C -0.32202 4.15713 2.01615 -0.805 -2.667 -1.438
C 0.52097 3.07392 2.23264 -0.044 -0.440 -2.098
H 2.17033 2.84566 3.57779 -0.391 -0.005 -0.235
H 1.41506 5.11784 4.51991 0.184 -0.313 0.090
H -0.78425 5.89989 3.13575 0.515 0.220 0.500
H -1.03219 4.31732 1.21840 -0.154 -0.589 0.045
H 0.58468 2.12944 1.71275 0.151 -0.041 -0.098
N 0.72001 -5.08126 -0.31524 -1.796 -2.431 -1.883
C 1.18906 -6.37618 -0.49337 -1.442 -0.161 -1.303
C 0.16801 -7.17545 -1.18306 1.422 2.235 2.647
C -0.95066 -6.31959 -1.28500 0.660 1.904 0.242
C -0.57501 -5.01447 -0.85557 1.089 -1.241 0.711
H 1.21643 -4.27401 0.03407 0.170 0.430 -0.003
H 2.23631 -6.53944 -0.28598 -0.156 -0.413 0.127
H 0.07668 -8.24925 -1.25380 0.551 0.052 -0.227
H -1.93009 -6.64640 -1.60174 0.020 0.313 -0.178
H -1.01459 -4.02829 -0.83070 -0.487 -0.311 -0.082
N -0.15170 -2.40040 5.44882 -0.594 -1.423 -2.051
C -0.14373 -3.63474 4.78490 0.840 -0.184 1.383
C -0.44018 -3.46249 3.47255 -0.587 -0.198 -0.705
C -0.77705 -2.10688 3.24821 0.616 1.082 2.172
C -0.55336 -1.50136 4.48762 0.302 0.875 0.140
H 0.08974 -2.19923 6.40868 -0.133 -0.141 -0.463
H 0.12576 -4.54770 5.29506 0.031 0.109 0.031
H -0.41170 -4.23128 2.71455 -0.131 -0.083 0.136
H -1.09893 -1.54421 2.38439 0.325 -0.350 -0.068
H -0.44109 -0.47889 4.81681 -0.569 0.279 -0.575
N -2.72324 3.32936 -2.02218 -0.319 -3.370 -1.944
C -1.72963 2.35606 -1.84630 -1.114 1.100 0.122
C -2.13537 1.16444 -2.47337 3.678 1.198 1.696
C -3.30793 1.37583 -3.14067 -1.836 2.065 -0.384
C -3.67574 2.69996 -2.86388 0.274 1.104 0.562
H -2.66750 4.31686 -1.81759 -0.028 -0.384 0.018
H -0.93081 2.71698 -1.21541 0.430 -0.857 -0.078
H -1.45808 0.32667 -2.39699 -0.430 -0.376 -0.258
H -3.84468 0.68670 -3.77580 -0.044 0.096 0.179
H -4.49192 3.34612 -3.15150 -0.226 -0.501 -0.292
N -3.68254 0.78693 0.07067 1.252 0.070 0.662
C -2.97739 -0.24195 0.63794 0.120 -1.685 -1.529
C -3.70610 -0.73212 1.68198 2.008 -1.035 1.051
C -4.67104 0.18451 1.96885 -2.525 1.945 -0.184
C -4.64162 1.11045 0.94603 -1.578 0.718 0.131
H -3.47245 1.30135 -0.77274 0.178 -0.239 0.373
H -2.12130 -0.75040 0.21964 0.016 0.438 -0.454
H -3.43308 -1.59707 2.26826 0.045 0.088 -0.023
H -5.43504 0.23698 2.73040 0.209 -0.324 0.166
H -5.27783 1.95479 0.72529 -0.093 -0.050 0.207
N 1.86932 -0.93210 -2.98982 0.242 1.805 -2.420
C 1.98323 0.22873 -3.79467 0.536 -1.613 -0.028
C 2.99487 0.01605 -4.72852 0.162 -1.019 1.635
C 3.56567 -1.28224 -4.39335 -0.855 -0.027 -0.668
C 2.75506 -1.87570 -3.45379 0.224 1.201 1.459
H 1.24625 -0.96196 -2.19547 -0.163 -0.449 0.152
H 1.35297 1.09458 -3.65506 -0.030 -0.174 0.116
H 3.37599 0.69808 -5.47415 -0.156 0.045 0.110
H 4.44066 -1.77788 -4.78722 -0.124 0.159 -0.359
H 2.82964 -2.78026 -2.86847 0.208 -0.113 -0.313
```
Positions in Å, forces in eV/Å.


Entry 2:
Density functional theory data (ωB97M-V/def2-TZVPD) for a molecular structure, C11H14P2.

Summary:
- Total charge: 0
- M: 208.2 g mol⁻¹
- <S²>: 2.032
- E: -30205.0262 eV
- Spin multiplicity: 3

The geometry in XYZ format:
```
27
Properties=species:S:1:pos:R:3:forces:R:3
C -2.65167 0.05124 1.51534 -2.094 -0.288 -0.324
C -1.52136 -0.81396 1.12820 0.163 0.862 -0.865
C -3.41535 0.40025 0.41129 1.898 0.509 0.448
C 1.40887 0.08040 -0.09018 2.132 -1.320 1.667
C -1.60455 -0.88796 -0.18898 2.236 -2.330 -2.969
C 0.72282 0.00116 -1.26126 -2.206 -2.072 -2.586
C 1.79078 -1.18521 0.41883 0.977 4.186 2.353
C -2.70836 -0.16965 -0.80660 -0.568 0.531 0.898
C 1.79269 1.47523 0.43021 0.151 -1.945 -3.229
C 0.34304 1.05500 -2.20615 2.569 3.484 -0.014
C 2.71167 -1.19170 1.60501 0.950 -0.283 -0.683
P 1.28228 -2.69969 -0.17267 -1.110 -1.459 -1.613
P 0.06922 -1.68705 -1.63994 -2.012 1.404 1.275
H -3.01792 0.10313 2.53707 0.250 0.541 -0.037
H -0.58222 -1.14128 1.54958 -0.477 -0.051 1.111
H -4.27493 1.06234 0.25302 0.256 -0.489 0.768
H -3.43886 -0.77028 -1.29256 -0.550 -1.121 -0.566
H -2.35877 0.47379 -1.60696 -0.017 0.623 0.126
H 2.74616 1.39024 0.93072 -0.122 0.711 0.483
H 0.89921 1.75743 0.91277 -0.544 0.979 1.394
H 1.81189 2.04227 -0.56002 0.551 -0.115 1.824
H 0.21578 0.75143 -3.20908 0.232 -0.991 -1.157
H 1.26994 1.86574 -2.24757 -2.361 -1.734 -0.126
H -0.56397 1.67266 -2.10939 0.159 -0.177 1.016
H 3.71255 -0.99033 1.22376 0.298 0.707 0.127
H 2.92047 -2.12147 2.09006 -0.616 -1.073 0.149
H 2.44060 -0.52375 2.38550 -0.144 0.911 0.530
```
Positions in Å, forces in eV/Å.


Entry 3:
Density functional theory data (ωB97M-V/def2-TZVPD) for C19H22N2O6 in the gas phase.

Summary:
- Total charge: 0
- M: 374.4 g mol⁻¹
- Structure (SMILES): COc1cc(/C=C/C(=O)OCC(=O)NC[C@H]2CCCO2)ccc1OCC#N
- ΔE to the lowest compared entry with this formula, charge and spin: 65.9 kcal per mole
- E: -35324.0767 eV

The geometry in XYZ format:
```
49
Properties=species:S:1:pos:R:3:forces:R:3
C 3.98234 4.39444 -0.31911 -0.099 0.181 -0.166
O 4.48420 3.39620 0.53686 0.019 -0.347 0.256
C 3.63822 2.42244 0.95966 0.287 -0.075 0.164
C 2.31068 2.30279 0.60221 -0.006 -0.042 0.031
C 1.51047 1.25773 1.08903 0.741 -0.106 0.332
C 0.12912 1.20158 0.66781 -0.773 -0.305 -0.030
C -0.79201 0.29940 1.03950 0.449 0.269 -0.053
C -2.16987 0.31347 0.55173 -0.343 -0.128 0.010
O -2.99737 -0.52509 0.84947 0.138 0.184 0.088
O -2.43618 1.34301 -0.26543 0.336 0.061 0.007
C -3.75756 1.44588 -0.78306 -0.481 -0.010 -0.191
C -3.94257 0.56742 -2.03481 0.074 0.309 0.603
O -3.88815 1.03296 -3.15398 0.031 0.260 -0.332
N -4.16969 -0.72567 -1.76307 -0.108 -0.648 0.160
C -4.34311 -1.71043 -2.80333 0.059 -0.380 -0.131
C -3.48282 -2.95225 -2.55567 -0.033 0.359 -0.493
C -1.99731 -2.64767 -2.25621 -0.092 -0.109 0.002
C -1.78815 -3.19859 -0.84170 -0.187 -0.109 0.014
C -2.92405 -4.21531 -0.72799 0.359 -0.138 0.171
O -4.00307 -3.63479 -1.42424 -0.228 0.224 0.055
C 2.08519 0.33034 1.95315 -0.236 0.220 -0.259
C 3.41514 0.43536 2.32032 0.303 0.068 0.027
C 4.20320 1.46632 1.83628 -0.270 0.123 -0.227
O 5.52050 1.65967 2.12712 0.061 0.038 0.067
C 6.19762 0.70231 2.90799 0.312 -0.102 -0.712
C 5.74667 0.65238 4.28872 -0.052 0.111 0.040
N 5.38581 0.61974 5.37183 -0.163 -0.050 0.583
H 3.63053 3.97303 -1.26629 0.002 0.012 0.044
H 4.82051 5.06176 -0.51169 -0.095 -0.021 -0.017
H 3.17191 4.95861 0.15313 0.022 -0.032 -0.018
H 1.86302 3.02135 -0.06589 -0.009 0.100 -0.083
H -0.17970 1.97652 -0.02197 -0.063 0.042 -0.053
H -0.57843 -0.50843 1.72255 0.017 -0.060 0.046
H -4.48220 1.16276 -0.01220 0.114 0.102 -0.086
H -3.88015 2.49175 -1.06813 -0.004 -0.221 -0.007
H -4.15585 -1.06282 -0.80731 -0.005 0.287 -0.073
H -5.39109 -2.02714 -2.83961 0.072 0.035 -0.122
H -4.07639 -1.23887 -3.75172 -0.062 -0.105 0.081
H -3.56856 -3.60487 -3.43920 -0.003 0.094 0.127
H -1.79478 -1.57962 -2.31453 0.041 0.032 -0.040
H -1.35551 -3.15826 -2.97337 0.003 0.027 -0.024
H -0.80864 -3.64975 -0.70225 0.067 -0.014 0.028
H -1.93122 -2.41637 -0.09814 0.029 -0.041 0.017
H -3.25044 -4.39821 0.29568 0.042 -0.051 -0.035
H -2.63971 -5.17037 -1.19614 -0.031 0.043 0.071
H 1.49955 -0.48202 2.34991 -0.067 -0.108 0.058
H 3.82336 -0.29153 3.00537 0.032 -0.049 0.033
H 6.11824 -0.30601 2.47110 0.037 0.230 0.068
H 7.24832 1.01482 2.89762 -0.231 -0.158 -0.030
```
Positions in Å, forces in eV/Å.


Number 1: largest force on an atom 5.4 eV/Å. Number 2: largest force on an atom 4.9 eV/Å. Number 3: largest force on an atom 0.8 eV/Å.